Record 1
A cluster of 8 separate species, C42H67BrF21O19P in total. Source: the Open Molecules 2025 dataset; level of theory: the ωB97M-V functional and the def2-TZVPD basis.

Last column: Löwdin charge in e.
Geometry (Å):
Br  -4.2554  -3.5105  1.4598  0.637
P  -1.2700  -2.4290  0.4947  0.824
F  4.5642  -4.0990  8.5513  0.139
F  -2.6449  -9.0937  3.1676  0.149
F  4.3845  -6.2702  8.5071  0.140
F  1.6505  6.9824  -2.5210  0.145
F  1.8697  10.2340  4.8017  0.140
F  4.3845  1.2371  4.9144  0.139
F  -0.0588  9.3922  5.3684  0.141
F  0.8818  6.3345  -0.5863  0.147
F  -2.6784  -7.0114  2.5181  0.098
F  -3.1816  4.4601  -11.5947  0.145
F  2.8816  5.7387  -1.2225  0.117
F  -1.9643  -8.5657  1.1659  0.124
F  6.3562  2.1671  4.8767  0.147
F  -5.6963  0.5666  -3.2839  0.129
F  6.3562  -5.3402  8.4694  0.142
F  -5.3493  4.2343  -11.6601  0.145
F  -5.9353  -0.8363  -4.9358  0.146
F  -3.9393  -0.3036  -4.2350  0.136
F  4.5642  3.4084  4.9586  0.121
F  1.2146  10.3110  6.8811  0.143
F  -4.3638  4.7344  -9.7820  0.128
O  -5.7164  2.4383  -5.3511  0.141
O  3.2584  8.3241  6.2157  0.011
O  5.5626  3.5017  2.3954  0.013
O  4.6525  -6.0970  5.7367  0.141
O  -5.2491  -8.4090  2.5970  0.012
O  -5.2475  6.9523  -12.2764  0.143
O  -2.1534  -0.8153  -1.5588  -0.309
O  0.4286  4.6290  -3.3843  0.144
O  -4.6434  -8.6134  0.3931  0.143
O  -0.4132  -2.2147  -0.9495  -0.379
O  0.9881  -4.5443  1.9690  -0.116
O  4.6525  1.4103  2.1440  0.131
O  1.3244  7.0922  6.1260  0.140
O  2.9871  -2.8868  0.3989  -0.236
O  0.9118  -1.5418  2.1466  -0.274
O  -3.6016  7.2150  -10.6992  0.010
O  1.2059  3.5730  -1.5011  0.005
O  5.5626  -4.0056  5.9881  0.012
O  -4.4075  1.0258  -6.5991  0.013
C  3.9937  7.1245  6.5075  -0.201
C  5.0866  -5.2248  7.9857  -0.473
C  -2.9160  -8.2877  2.1012  -0.454
C  4.1742  6.2792  5.2590  -0.067
C  4.3386  -2.6245  -0.1419  -0.253
C  -2.7850  -1.7155  -0.5366  -0.253
C  5.6105  3.6387  0.9657  -0.197
C  -3.3717  3.1373  -7.2346  -0.061
C  -4.3383  -8.4648  1.5754  -0.319
C  1.6049  5.9219  -1.6662  -0.464
C  0.9652  -1.9847  -1.0164  -0.228
C  5.0544  -5.1868  6.4598  -0.325
C  -2.9020  0.4657  -1.4993  -0.131
C  -4.4791  6.4727  -11.4442  -0.323
C  5.4700  -2.4192  1.0725  -0.098
C  -5.1437  1.3591  -5.4931  -0.322
C  -1.9335  -3.0481  3.3724  -0.275
C  -3.6147  8.6316  -10.9401  -0.208
C  1.1061  -0.5315  3.2388  -0.096
C  -4.3301  2.0268  -7.6272  -0.206
C  -2.7928  -4.3367  4.0059  -0.197
C  -1.0549  -4.2965  0.3063  -0.192
C  5.0866  2.2825  4.3930  -0.463
C  4.2304  -3.5844  3.9923  -0.062
C  1.0174  4.6659  -2.3050  -0.320
C  -6.6290  -8.5342  2.2161  -0.207
C  5.0544  2.3205  2.8671  -0.320
C  -4.8255  9.2824  -10.2949  -0.066
C  4.2304  3.9229  0.3996  -0.070
C  -6.9750  -9.9763  1.8899  -0.066
C  2.0434  -3.1842  -0.7313  -0.130
C  -4.3476  4.9861  -11.1223  -0.465
C  5.6105  -3.8686  4.5584  -0.204
C  -0.2092  -5.1295  1.3947  -0.402
C  1.2367  9.5161  5.7734  -0.472
C  1.9079  8.1719  6.0444  -0.325
C  1.5320  1.7597  -3.0951  -0.055
C  -0.3562  -1.1425  1.5217  -0.272
C  0.2796  -6.5433  0.6436  -0.065
C  0.6653  2.3339  -1.9883  -0.200
C  -5.1777  0.2070  -4.4920  -0.469
C  -2.5192  -2.5340  1.9236  -0.721
H  -6.8615  -7.8600  1.3830  0.129
H  6.0646  -4.7559  4.1012  0.129
H  -3.5637  8.8401  -12.0155  0.128
H  1.4686  -6.6124  0.7239  0.101
H  -3.8789  -4.0455  4.3295  0.066
H  -3.4737  -1.0267  0.1006  0.081
H  -2.7595  0.9964  -0.4438  0.108
H  3.7937  4.8044  0.8798  0.085
H  1.1728  -1.7224  -2.1736  0.139
H  -5.3284  2.4138  -7.8643  0.127
H  -3.2651  3.8621  -8.0448  0.061
H  3.5429  3.0906  0.5842  0.077
H  4.7672  -3.5151  -0.7989  0.125
H  2.7758  -3.3231  -1.6661  0.127
H  4.6478  6.8655  4.4651  0.088
H  0.6511  1.6381  -1.1418  0.116
H  -4.0452  0.1866  -1.6635  0.093
H  5.1539  -1.5435  1.7813  0.082
H  -7.2270  -8.2033  3.0729  0.127
H  -2.5502  1.2207  -2.3443  0.100
H  -5.7592  8.9099  -10.7293  0.076
H  -2.3873  2.7251  -6.9912  0.086
H  -0.5326  -4.4782  -0.7552  0.108
H  -0.0966  -0.2100  0.8200  0.122
H  3.5092  6.5621  7.3148  0.129
H  1.4347  -1.0156  -0.4984  0.136
H  -2.8030  -5.2718  3.3051  0.023
H  0.9911  0.5440  2.7870  0.104
H  0.9409  -4.6505  2.9750  0.121
H  2.5657  1.6475  -2.7526  0.083
H  3.5429  -4.4167  4.1769  0.077
H  -4.7979  10.3667  -10.4238  0.083
H  1.1550  0.7866  -3.4177  0.079
H  -0.9761  -0.6304  2.4063  0.114
H  -6.7226  -10.6301  2.7309  0.084
H  -2.2341  -4.6730  5.0054  0.090
H  -0.8869  -5.5050  2.3002  0.123
H  -3.3253  -2.5499  -1.1505  0.112
H  -2.0809  -4.8977  0.1671  0.108
H  2.1964  -0.6058  3.7029  0.101
H  6.2719  -3.0221  4.3417  0.127
H  -8.0389  -10.0786  1.6646  0.083
H  -0.1604  -7.4650  1.2523  0.070
H  0.3626  -0.7173  4.1435  0.107
H  3.2116  5.9358  4.8655  0.079
H  -2.7021  9.0394  -10.4908  0.127
H  6.0646  2.7514  0.5085  0.128
H  -0.0790  -6.6049  -0.4742  0.087
H  4.2805  -3.4160  2.9142  0.031
H  -3.7196  3.6697  -6.3430  0.079
H  4.3154  -1.6472  -0.8198  0.129
H  -4.8608  9.0497  -9.2258  0.085
H  6.2719  4.4852  0.7490  0.129
H  5.5178  -3.4771  1.6208  0.077
H  -3.9568  1.5285  -8.5291  0.129
H  -6.4062  -10.3391  1.0272  0.076
H  3.7937  -2.7030  4.4725  0.083
H  6.5224  -2.2609  0.5527  0.090
H  1.6014  -4.2423  -0.5335  0.111
H  4.7891  5.4015  5.4703  0.064
H  -2.9551  -1.4445  2.1618  0.081
H  -0.7693  -3.2533  3.3794  0.095
H  4.9766  7.4360  6.8789  0.127
H  1.5592  2.4221  -3.9667  0.076
H  -2.0859  -2.1878  4.1877  0.116
H  -0.3741  2.4675  -2.3114  0.116
H  4.2805  4.0913  -0.6785  0.076

Computed properties:
- SMILES: CCOCCOP(COC)(COC)(C[C@@H](C)O)[C@@H](Br)CC.CCOC(=O)C(F)(F)F.CCOC(=O)C(F)(F)F.CCOC(=O)C(F)(F)F.CCOC(=O)C(F)(F)F.CCOC(=O)C(F)(F)F.CCOC(=O)C(F)(F)F.CCOC(=O)C(F)(F)F
- LUMO energy: 0.25 eV
- Gap between HOMO and LUMO: 8.9441 eV
- Charge: 0
- HOMO energy: -8.689 eV


Record 2
A cluster of 17 separate species, H34O17 in total. Source: the Open Molecules 2025 dataset; level of theory: the ωB97M-V functional and the def2-TZVPD basis.

Last column: Löwdin charge in e.
Geometry (Å):
O  -0.5114  -1.3220  2.4734  -0.017
O  1.1504  -2.1606  -1.5822  -0.141
O  -0.9623  1.7514  -3.5170  -0.059
O  -1.9958  3.0546  1.3755  -0.035
O  -4.0802  3.0788  -0.1948  -0.168
O  -3.1982  -0.7880  2.3272  -0.027
O  -5.0905  -1.0822  0.2650  -0.118
O  3.3181  1.9673  -3.9391  0.039
O  0.9474  5.3885  1.5554  -0.128
O  4.9637  1.7681  -1.8415  -0.071
O  2.5615  -0.1624  3.4148  -0.002
O  2.9222  -3.0563  2.7520  -0.004
O  -2.9764  0.0862  -3.0388  0.009
O  3.4922  -4.1576  -0.6935  -0.021
O  -1.7969  0.4887  4.6269  -0.012
O  3.6628  -1.3275  -2.8075  -0.008
O  -3.5786  -2.0575  -1.6105  -0.047
H  -1.0364  -0.0219  4.6631  -0.011
H  1.5597  -1.4805  -2.3118  0.099
H  -4.7528  -1.5208  1.0497  0.014
H  -1.1918  0.8831  -3.6751  -0.056
H  -3.0815  -1.9204  -0.8640  -0.020
H  0.3261  4.5750  1.7660  0.071
H  -3.3503  -0.0937  -2.2344  -0.025
H  3.7313  -0.6354  -2.0925  0.078
H  1.0439  -2.7848  -2.3457  0.048
H  2.0537  -0.7464  3.0105  -0.105
H  -3.4021  3.3750  0.6016  0.059
H  1.6119  4.9735  0.9471  0.044
H  4.2976  -3.8654  -0.3411  0.006
H  -3.0423  -0.6955  -3.4950  -0.001
H  3.3692  -3.7518  2.0470  0.153
H  -1.4560  2.6549  0.6766  0.086
H  -4.4085  -1.9038  -1.1029  0.022
H  2.9595  -3.6047  -1.2300  -0.022
H  -2.8804  -0.6281  3.2009  -0.006
H  2.4531  2.1321  -4.0134  -0.024
H  5.4755  1.5063  -1.1131  -0.002
H  -2.3726  -1.1310  2.0979  -0.032
H  -5.0728  -0.0175  0.5431  0.161
H  4.9021  0.8879  -2.3677  0.050
H  -3.9592  2.1775  0.2070  0.001
H  4.0346  -1.1607  -3.5853  -0.033
H  0.3392  -1.5068  2.0253  0.068
H  -2.1134  0.9650  5.4181  0.085
H  3.5246  1.6952  -4.7871  0.013
H  2.1210  -3.0686  2.5647  -0.137
H  -2.0424  2.4826  2.1481  0.063
H  -1.4239  2.1522  -4.2927  0.062
H  -0.2057  -0.8299  3.2335  0.021
H  3.1611  -0.5617  4.0867  0.079

Computed properties:
- LUMO energy: -0.48 eV
- Gap between HOMO and LUMO: 9.8626 eV
- Charge: 0
- HOMO energy: -10.343 eV


Please write out number 2 again, unchanged.
A cluster of 17 separate species, H34O17 in total. Source: the Open Molecules 2025 dataset; level of theory: the ωB97M-V functional and the def2-TZVPD basis.

Last column: Löwdin charge in e.
Geometry (Å):
O  -0.5114  -1.3220  2.4734  -0.017
O  1.1504  -2.1606  -1.5822  -0.141
O  -0.9623  1.7514  -3.5170  -0.059
O  -1.9958  3.0546  1.3755  -0.035
O  -4.0802  3.0788  -0.1948  -0.168
O  -3.1982  -0.7880  2.3272  -0.027
O  -5.0905  -1.0822  0.2650  -0.118
O  3.3181  1.9673  -3.9391  0.039
O  0.9474  5.3885  1.5554  -0.128
O  4.9637  1.7681  -1.8415  -0.071
O  2.5615  -0.1624  3.4148  -0.002
O  2.9222  -3.0563  2.7520  -0.004
O  -2.9764  0.0862  -3.0388  0.009
O  3.4922  -4.1576  -0.6935  -0.021
O  -1.7969  0.4887  4.6269  -0.012
O  3.6628  -1.3275  -2.8075  -0.008
O  -3.5786  -2.0575  -1.6105  -0.047
H  -1.0364  -0.0219  4.6631  -0.011
H  1.5597  -1.4805  -2.3118  0.099
H  -4.7528  -1.5208  1.0497  0.014
H  -1.1918  0.8831  -3.6751  -0.056
H  -3.0815  -1.9204  -0.8640  -0.020
H  0.3261  4.5750  1.7660  0.071
H  -3.3503  -0.0937  -2.2344  -0.025
H  3.7313  -0.6354  -2.0925  0.078
H  1.0439  -2.7848  -2.3457  0.048
H  2.0537  -0.7464  3.0105  -0.105
H  -3.4021  3.3750  0.6016  0.059
H  1.6119  4.9735  0.9471  0.044
H  4.2976  -3.8654  -0.3411  0.006
H  -3.0423  -0.6955  -3.4950  -0.001
H  3.3692  -3.7518  2.0470  0.153
H  -1.4560  2.6549  0.6766  0.086
H  -4.4085  -1.9038  -1.1029  0.022
H  2.9595  -3.6047  -1.2300  -0.022
H  -2.8804  -0.6281  3.2009  -0.006
H  2.4531  2.1321  -4.0134  -0.024
H  5.4755  1.5063  -1.1131  -0.002
H  -2.3726  -1.1310  2.0979  -0.032
H  -5.0728  -0.0175  0.5431  0.161
H  4.9021  0.8879  -2.3677  0.050
H  -3.9592  2.1775  0.2070  0.001
H  4.0346  -1.1607  -3.5853  -0.033
H  0.3392  -1.5068  2.0253  0.068
H  -2.1134  0.9650  5.4181  0.085
H  3.5246  1.6952  -4.7871  0.013
H  2.1210  -3.0686  2.5647  -0.137
H  -2.0424  2.4826  2.1481  0.063
H  -1.4239  2.1522  -4.2927  0.062
H  -0.2057  -0.8299  3.2335  0.021
H  3.1611  -0.5617  4.0867  0.079

Computed properties:
- LUMO energy: -0.48 eV
- Gap between HOMO and LUMO: 9.8626 eV
- Charge: 0
- HOMO energy: -10.343 eV


The lowest LUMO energy belongs to which entry?
H34O17